Entry 1:
{"formula": "C5H6O", "method": "wB97M-V/def2-TZVPD", "smiles": "O[C@H]1C=C=CC1", "orbital_gap_ev": [8.070, 8.020], "de_lowest_kcal_mol": 95.0, "homo_energy_ha": [-0.3184, -0.3160], "symbols": ["O", "C", "C", "C", "C", "C", "H", "H", "H", "H", "H", "H"], "xyz": [[-1.343, -1.092, -0.471], [-0.418, -0.720, 0.505], [-0.348, 0.877, 0.472], [0.448, 0.976, -0.835], [1.341, -0.028, -0.776], [1.128, -0.987, 0.124], [-0.745, -1.191, 1.440], [0.228, 1.253, 1.319], [-1.332, 1.374, 0.464], [-1.079, -0.546, -1.234], [0.205, 1.602, -1.689], [1.915, -1.519, 0.681]], "atomic_forces_ev_per_a": [[0.10, -0.07, -0.18], [0.52, -0.07, 0.21], [0.14, 0.08, 0.12], [0.43, 0.15, 0.12], [0.07, 0.09, -0.09], [-0.51, 0.42, 0.00], [0.22, 0.15, -0.15], [-0.08, 0.00, 0.03], [0.26, -0.29, -0.04], [-0.32, -0.46, -0.08], [-0.07, -0.17, 0.17], [-0.77, 0.16, -0.11]]}

Entry 2:
{"formula": "C5H6O", "method": "wB97M-V/def2-TZVPD", "orbital_gap_ev": 9.178, "de_lowest_kcal_mol": 167.8, "homo_energy_ha": -0.3326, "symbols": ["C", "C", "C", "O", "C", "C", "H", "H", "H", "H", "H", "H"], "xyz": [[0.841, -1.259, 0.625], [0.285, 0.080, 0.625], [0.702, 0.854, -0.515], [1.398, 0.336, -1.385], [-1.200, 0.551, -0.196], [-2.381, 0.738, -0.443], [0.668, -1.810, 1.560], [0.436, -1.331, -1.065], [1.854, -1.466, 0.334], [0.174, 0.505, 1.605], [0.649, 1.926, -0.503], [-3.426, 0.876, -0.642]], "atomic_forces_ev_per_a": [[-1.53, -1.31, -2.75], [-1.44, 0.92, -0.83], [3.33, 0.85, -0.25], [-0.69, -0.14, -0.71], [-1.12, -1.46, 1.59], [1.61, -0.28, 0.34], [-0.91, -0.49, -0.91], [0.80, -0.82, 3.65], [0.52, 1.01, -0.21], [-0.20, 0.83, 0.13], [-0.70, 0.81, 0.07], [0.32, 0.05, -0.11]]}

Entry 3:
{"formula": "C5H6O", "method": "wB97M-V/def2-TZVPD", "orbital_gap_ev": 8.765, "de_lowest_kcal_mol": 95.6, "homo_energy_ha": -0.3109, "symbols": ["C", "C", "C", "O", "C", "C", "H", "H", "H", "H", "H", "H"], "xyz": [[-0.982, -0.574, 1.315], [-0.134, 0.014, 0.218], [1.109, -0.497, -0.220], [1.429, 0.048, -1.361], [-0.673, 0.942, -0.870], [0.396, 0.913, -1.731], [-1.821, 0.099, 1.506], [-1.395, -1.532, 0.983], [-0.426, -0.737, 2.244], [0.108, 1.146, 0.395], [1.811, -1.201, 0.209], [0.579, 1.380, -2.688]], "atomic_forces_ev_per_a": [[-0.04, 0.00, 0.04], [0.00, -0.36, 0.08], [-0.14, 0.16, 0.06], [-0.09, 0.02, 0.08], [0.34, -0.12, -0.23], [-0.13, 0.10, -0.06], [0.13, -0.11, 0.02], [0.04, 0.13, 0.07], [-0.08, 0.02, -0.14], [0.08, 0.12, 0.03], [-0.12, 0.09, -0.09], [-0.01, -0.06, 0.15]]}

Entry 4:
{"formula": "C5H6O", "method": "wB97M-V/def2-TZVPD", "smiles": "C1[C@@H]2[C@H]1[C@@H]1O[C@H]21", "orbital_gap_ev": 10.141, "de_lowest_kcal_mol": 78.5, "homo_energy_ha": -0.3286, "symbols": ["C", "C", "C", "C", "O", "C", "H", "H", "H", "H", "H", "H"], "xyz": [[-0.093, -0.158, -1.392], [0.046, 0.881, -0.335], [-0.907, -0.273, -0.126], [-0.068, -0.680, 1.112], [1.234, -1.017, 0.671], [0.906, 0.367, 0.852], [0.730, -0.845, -1.554], [-0.639, 0.133, -2.285], [-0.363, 1.882, -0.348], [-1.984, -0.169, -0.134], [-0.447, -1.054, 2.057], [1.585, 0.933, 1.482]], "atomic_forces_ev_per_a": [[0.04, -0.06, -0.12], [-0.06, 0.27, -0.04], [-0.29, -0.03, 0.07], [-0.18, -0.18, 0.25], [0.14, -0.03, -0.10], [0.05, 0.27, 0.21], [-0.14, 0.13, -0.01], [-0.01, -0.10, 0.23], [0.48, 0.11, -0.34], [0.10, -0.11, 0.07], [0.13, -0.21, -0.18], [-0.28, -0.05, -0.03]]}

Entry 5:
{"formula": "C5H6O", "method": "wB97M-V/def2-TZVPD", "smiles": "C=C=C1COC1", "orbital_gap_ev": 9.661, "de_lowest_kcal_mol": 96.2, "homo_energy_ha": -0.3379, "symbols": ["C", "C", "C", "C", "O", "C", "H", "H", "H", "H", "H", "H"], "xyz": [[1.739, -1.100, 0.485], [1.441, -0.010, -0.186], [0.230, 0.444, -0.364], [-0.980, -0.064, -1.077], [-1.820, 0.700, -0.190], [-0.685, 1.151, 0.577], [2.679, -1.486, 0.823], [0.829, -1.628, 0.781], [-1.075, 0.178, -2.134], [-1.124, -1.154, -0.937], [-0.669, 0.734, 1.600], [-0.565, 2.235, 0.621]], "atomic_forces_ev_per_a": [[0.34, -0.25, 0.31], [-0.76, -0.60, 0.48], [0.09, 0.15, -0.11], [0.00, 0.07, -0.46], [-0.31, 0.13, -0.06], [0.08, 0.36, 0.09], [0.48, -0.11, -0.30], [0.50, -0.34, 0.43], [-0.32, 0.13, -0.05], [0.19, 0.32, -0.03], [0.04, 0.07, -0.28], [-0.34, 0.05, -0.01]]}

Entry 6:
{"formula": "C5H6O", "method": "wB97M-V/def2-TZVPD", "smiles": "O=C1C[C@H]2C[C@@H]12", "orbital_gap_ev": 10.569, "de_lowest_kcal_mol": 29.8, "homo_energy_ha": -0.3508, "symbols": ["O", "C", "C", "C", "C", "C", "H", "H", "H", "H", "H", "H"], "xyz": [[-1.336, 2.138, -0.093], [-0.716, 1.106, -0.094], [-1.040, -0.293, -0.655], [0.000, -0.820, 0.342], [1.331, -0.316, -0.057], [0.428, 0.612, 0.728], [-2.079, -0.573, -0.464], [-0.801, -0.467, -1.709], [-0.163, -1.631, 1.043], [1.539, -0.132, -1.110], [2.189, -0.668, 0.511], [0.736, 1.012, 1.688]], "atomic_forces_ev_per_a": [[0.31, -0.43, -0.05], [-0.15, 0.30, 0.01], [-0.10, -0.04, -0.11], [-0.02, -0.29, 0.04], [0.12, -0.06, -0.11], [-0.02, 0.28, 0.22], [0.14, 0.09, 0.03], [-0.05, 0.00, 0.16], [0.07, 0.10, -0.16], [-0.07, 0.03, 0.17], [-0.17, 0.06, -0.06], [-0.07, -0.06, -0.14]]}

Entry 7:
{"formula": "C5H6O", "method": "wB97M-V/def2-TZVPD", "orbital_gap_ev": 8.397, "de_lowest_kcal_mol": 103.9, "homo_energy_ha": -0.3282, "symbols": ["C", "C", "C", "C", "C", "O", "H", "H", "H", "H", "H", "H"], "xyz": [[-0.962, 0.316, 0.188], [-1.019, -1.213, 0.006], [0.492, -1.288, 0.069], [0.527, 0.172, -0.272], [1.746, 0.949, 0.177], [1.754, 2.143, 0.370], [-1.054, 0.651, 1.216], [0.385, 0.362, -1.335], [-1.615, 0.922, -0.451], [-1.364, -1.511, -0.996], [-1.553, -1.824, 0.738], [2.662, 0.322, 0.290]], "atomic_forces_ev_per_a": [[-0.12, 0.16, 0.21], [-0.05, -0.18, 0.16], [-0.36, 0.33, -0.14], [0.10, 0.02, -0.02], [-0.13, 0.73, -0.02], [-0.01, -0.83, -0.01], [-0.06, -0.10, 0.06], [0.53, -0.30, -0.43], [0.25, -0.07, 0.21], [0.06, 0.10, 0.13], [0.04, -0.03, -0.12], [-0.26, 0.18, -0.01]]}

Entry 8:
{"formula": "C5H6O", "method": "wB97M-V/def2-TZVPD", "smiles": "Cc1ccoc1", "orbital_gap_ev": 9.647, "de_lowest_kcal_mol": 67.5, "homo_energy_ha": -0.3189, "symbols": ["C", "C", "C", "O", "C", "C", "H", "H", "H", "H", "H", "H"], "xyz": [[-1.729, -0.197, -0.070], [-0.252, 0.035, -0.056], [0.469, 1.133, -0.350], [1.799, 0.824, -0.368], [1.918, -0.450, 0.038], [0.686, -1.019, 0.307], [-2.297, 0.649, 0.320], [-2.009, -1.105, 0.479], [-2.017, -0.362, -1.114], [0.213, 2.163, -0.517], [2.942, -0.813, 0.029], [0.259, -0.796, 1.315]], "atomic_forces_ev_per_a": [[-0.07, 0.17, -0.03], [-0.16, 0.71, -0.74], [-0.31, 0.18, -0.51], [0.21, -0.15, -0.41], [-0.02, 0.34, 0.24], [-0.22, 1.05, 0.55], [-0.02, -0.04, -0.07], [0.22, 0.25, -0.04], [-0.13, 0.03, 0.17], [0.09, 0.05, -0.27], [-0.29, 0.05, 0.33], [0.71, -2.62, 0.77]]}

Entry 9:
{"formula": "C5H6O", "method": "wB97M-V/def2-TZVPD", "smiles": "C#C[C@@H](C)C=O", "orbital_gap_ev": 10.762, "de_lowest_kcal_mol": 42.4, "homo_energy_ha": -0.3640, "symbols": ["C", "C", "C", "O", "C", "C", "H", "H", "H", "H", "H", "H"], "xyz": [[-0.054, 1.380, 0.541], [-0.142, -0.131, 0.330], [-1.422, -0.520, -0.407], [-2.330, 0.244, -0.610], [1.023, -0.758, -0.309], [1.959, -1.365, -0.762], [0.846, 1.644, 1.103], [-0.042, 1.911, -0.415], [-0.933, 1.718, 1.096], [-0.222, -0.632, 1.307], [-1.476, -1.583, -0.721], [2.792, -1.908, -1.153]], "atomic_forces_ev_per_a": [[0.04, 0.08, 0.02], [0.01, 0.03, 0.05], [-0.32, 0.18, -0.05], [0.44, -0.35, 0.07], [0.40, -0.31, -0.14], [-0.38, 0.28, 0.13], [-0.11, -0.08, -0.09], [0.03, -0.12, 0.11], [0.14, -0.04, -0.09], [-0.10, 0.09, -0.03], [0.00, 0.11, 0.00], [-0.13, 0.14, 0.02]]}

Entry 10:
{"formula": "C5H6O", "method": "wB97M-V/def2-TZVPD", "smiles": "C#C[C@@H]1O[C@@H]1C", "orbital_gap_ev": 10.809, "de_lowest_kcal_mol": 70.5, "homo_energy_ha": -0.3608, "symbols": ["C", "C", "O", "C", "C", "C", "H", "H", "H", "H", "H", "H"], "xyz": [[-1.626, 0.893, -0.073], [-0.913, -0.390, 0.243], [-0.444, -1.164, -0.852], [0.506, -0.751, 0.117], [1.709, -0.023, -0.242], [2.898, 0.169, -0.281], [-1.138, 1.457, -0.871], [-1.717, 1.512, 0.826], [-2.642, 0.639, -0.401], [-1.418, -0.985, 1.009], [0.821, -1.562, 0.774], [3.966, 0.205, -0.250]], "atomic_forces_ev_per_a": [[0.09, 0.03, -0.04], [-0.22, 0.11, 0.18], [-0.07, -0.15, -0.19], [0.15, -0.12, 0.22], [0.52, -0.13, 0.14], [-0.40, -0.08, 0.04], [0.03, -0.06, 0.16], [0.08, -0.04, -0.15], [0.20, 0.09, 0.02], [-0.04, 0.03, -0.16], [-0.15, -0.02, -0.02], [-0.20, 0.34, -0.20]]}

Entry 11:
{"formula": "C5H6O", "method": "wB97M-V/def2-TZVPD", "orbital_gap_ev": 9.265, "de_lowest_kcal_mol": 79.7, "homo_energy_ha": -0.3169, "symbols": ["C", "C", "C", "O", "C", "C", "H", "H", "H", "H", "H", "H"], "xyz": [[1.047, -0.407, -0.461], [0.244, 0.860, -0.063], [-1.085, 0.633, -0.633], [-1.358, -0.527, -0.927], [0.147, -1.051, 0.537], [-0.084, 0.116, 1.257], [2.074, -0.347, -0.111], [1.023, -0.769, -1.488], [0.638, 1.866, -0.127], [-1.882, 1.363, -0.767], [0.151, -2.087, 0.846], [-0.915, 0.350, 1.935]], "atomic_forces_ev_per_a": [[0.14, 0.18, -0.28], [0.47, 0.67, 0.73], [-1.27, -1.72, -2.05], [-1.65, 1.27, -0.78], [2.49, 0.40, 3.58], [-0.40, -1.68, -1.18], [0.01, 0.07, 0.05], [-0.12, 0.21, 0.00], [0.06, 0.21, 0.11], [0.24, 0.66, -0.01], [-0.69, -0.19, -0.27], [0.73, -0.08, 0.09]]}

Entry 12:
{"formula": "C5H6O", "method": "wB97M-V/def2-TZVPD", "smiles": "C#CCCC=O", "orbital_gap_ev": 9.913, "de_lowest_kcal_mol": 89.2, "homo_energy_ha": -0.3371, "symbols": ["O", "C", "C", "C", "C", "C", "H", "H", "H", "H", "H", "H"], "xyz": [[-2.583, -0.084, -0.852], [-2.135, -0.254, 0.255], [-0.682, -0.062, 0.636], [0.257, 0.283, -0.543], [1.662, 0.368, -0.274], [2.804, -0.066, -0.320], [-2.802, -0.562, 1.094], [-0.341, -0.972, 1.139], [-0.693, 0.703, 1.444], [0.909, -0.500, -1.183], [-0.203, 0.955, -1.273], [3.808, 0.193, -0.123]], "atomic_forces_ev_per_a": [[0.21, -0.06, 0.44], [0.02, 0.02, -0.40], [0.27, -0.28, -0.33], [0.47, -0.86, -0.77], [1.09, 0.53, 0.64], [0.09, 1.32, 0.54], [0.16, 0.08, -0.15], [-0.05, -0.02, 0.00], [0.27, -0.14, -0.55], [-3.63, -0.37, 0.18], [0.44, 0.11, 0.30], [0.67, -0.31, 0.10]]}

Question: What is the formula in the ninth record?
Answer: C5H6O